Record 1
# C18H10BrF4O4PPdS

A molecular structure, C18H10BrF4O4PPdS (the ωB97M-V functional and the def2-TZVPD basis, OMol25).

Results
Maximum force in eV Å⁻¹: 3.427
E_HOMO in eV: -1.37
Charge: -2
Gap between HOMO and LUMO in eV: 6.08
Lowest unoccupied orbital energy in eV: 4.71
M in g mol⁻¹: 615.631

```
40
Properties=species:S:1:pos:R:3:lowdin_charge:R:1
Pd 2.07 0.39 1.87 0.496
F -4.06 3.96 1.75 0.062
C -3.16 2.97 1.62 -0.178
C -3.53 1.68 1.21 -0.124
F -4.89 1.40 1.06 0.012
C -2.56 0.70 0.94 -0.180
F -2.95 -0.58 0.59 0.013
C -1.19 1.05 1.09 -0.431
P 0.26 0.14 0.50 0.916
C 0.37 0.72 -1.20 -0.346
C -0.65 0.36 -2.08 -0.086
C -0.64 0.94 -3.34 -0.113
C 0.35 1.83 -3.74 -0.102
C 1.45 2.05 -2.87 -0.075
C 1.51 1.45 -1.60 -0.055
C -0.01 -1.65 0.38 -0.349
C 0.54 -2.33 -0.70 -0.088
C 0.31 -3.70 -0.82 -0.096
C -0.48 -4.38 0.11 -0.110
C -0.98 -3.67 1.20 -0.098
C -0.79 -2.30 1.35 -0.120
C -0.92 2.35 1.43 -0.075
Br 0.48 -0.08 3.68 -0.039
C -1.81 3.32 1.73 -0.306
F -1.52 4.61 2.00 0.029
H -1.42 -0.38 -1.76 0.121
H -1.50 0.74 -3.98 0.090
H 0.31 2.30 -4.71 0.082
H 2.24 2.71 -3.17 0.087
H 2.36 1.56 -0.94 0.079
H 1.18 -1.78 -1.39 0.109
H 0.76 -4.22 -1.65 0.089
H -0.70 -5.44 0.01 0.090
H -1.54 -4.18 1.98 0.094
H -1.23 -1.73 2.19 0.061
O 4.60 -1.67 1.49 -0.378
S 4.60 -0.20 1.45 0.343
O 5.84 0.52 1.24 -0.352
O 3.84 0.29 2.70 -0.540
O 3.48 0.25 0.41 -0.531
```

Record 2
# C18H10Cl5N5ScSe

A molecular structure, C18H10Cl5N5ScSe (the ωB97M-V functional and the def2-TZVPD basis, OMol25).

Results
Maximum force in eV Å⁻¹: 0.736
E_HOMO in eV: -10.89
Charge: +1
Gap between HOMO and LUMO in eV: 6.63
Lowest unoccupied orbital energy in eV: -4.26
Relative energy (zero: lowest compared OMol25 entry of this formula, charge and spin) in kJ/mol: 81.2
M in g mol⁻¹: 597.494

```
40
Properties=species:S:1:pos:R:3:lowdin_charge:R:1
Sc -0.82 -0.98 0.72 0.720
Cl 2.97 -1.09 0.86 0.710
C 2.10 -0.71 2.31 -0.710
C 0.71 -0.82 2.26 -0.315
C 0.05 -0.47 3.42 -0.676
Cl -1.71 -0.58 3.31 0.722
C 0.65 -0.05 4.59 -0.704
Cl -0.27 0.34 5.98 0.726
C 2.05 0.03 4.60 -0.689
Cl 2.86 0.55 6.02 0.736
C 2.78 -0.30 3.45 -0.697
Cl 4.49 -0.20 3.46 0.726
N -4.86 0.66 -0.31 0.069
C -4.20 -0.46 0.03 -0.089
N -2.94 -0.16 0.23 0.025
C -2.87 1.19 -0.02 -0.296
N -4.03 1.71 -0.34 0.162
C -1.63 1.95 0.04 -0.171
C -1.61 3.33 -0.15 -0.029
N -0.47 4.01 -0.11 0.127
C 0.65 3.33 0.10 -0.059
C 0.64 1.96 0.30 -0.047
N -0.50 1.27 0.27 0.050
H -5.83 0.78 -0.52 0.179
H -4.65 -1.43 0.11 0.154
H -2.52 3.88 -0.33 0.131
H 1.57 3.90 0.12 0.127
H 1.56 1.40 0.47 0.103
Se -0.55 -2.05 -1.57 0.659
C -0.10 -3.73 -0.75 -0.649
C 0.70 -4.65 -1.42 -0.116
C 0.99 -5.87 -0.82 -0.060
C 0.50 -6.17 0.45 -0.071
C -0.28 -5.24 1.13 -0.070
C -0.58 -4.03 0.53 -0.178
H 1.07 -4.42 -2.40 0.106
H 1.60 -6.59 -1.34 0.114
H 0.73 -7.12 0.91 0.110
H -0.65 -5.47 2.12 0.113
H -1.21 -3.32 1.06 0.058
```

Record 3
# C18H10ClFeN2O5

A molecular structure, C18H10ClFeN2O5 (the ωB97M-V functional and the def2-TZVPD basis, OMol25).

Results
Maximum force in eV Å⁻¹: 0.608
E_HOMO (spin up / spin down) in eV: -5.16 / -5.06
Multiplicity: 5
Charge: -1
Gap between HOMO and LUMO (spin up / spin down) in eV: 6.90 / 6.77
Lowest unoccupied orbital energy (spin up / spin down) in eV: 1.74 / 1.72
Relative energy (zero: lowest compared OMol25 entry of this formula, charge and spin) in kJ/mol: 0.0
M in g mol⁻¹: 425.585

```
37
Properties=species:S:1:pos:R:3:lowdin_charge:R:1
Fe -0.22 -1.57 -0.69 0.854
Cl 3.39 -1.49 5.16 0.601
C 2.17 -1.79 3.94 -0.675
C 1.75 -3.10 3.71 -0.113
C 0.80 -3.37 2.76 -0.006
C 0.24 -2.33 1.98 -0.370
O -0.57 -2.59 0.99 -0.164
C 0.64 -1.01 2.29 -0.149
C -0.02 0.04 1.54 -0.131
N 0.52 1.15 1.23 0.130
C -0.12 2.06 0.39 -0.197
C 0.12 3.39 0.65 -0.022
C -0.42 4.43 -0.12 -0.084
C -1.20 4.13 -1.20 -0.055
C -1.45 2.78 -1.54 -0.156
C -2.23 2.46 -2.67 -0.017
C -2.47 1.17 -2.99 -0.034
C -1.91 0.16 -2.17 -0.095
N -1.17 0.41 -1.11 0.069
C -0.92 1.72 -0.76 -0.111
C 1.64 -0.75 3.23 -0.060
H 2.19 -3.91 4.29 0.098
H 0.50 -4.39 2.54 0.114
H -1.06 -0.18 1.26 0.124
H 0.76 3.61 1.50 0.111
H -0.21 5.45 0.14 0.101
H -1.62 4.91 -1.82 0.107
H -2.63 3.27 -3.28 0.116
H -3.05 0.88 -3.85 0.109
H -2.05 -0.88 -2.43 0.100
H 1.95 0.27 3.40 0.111
O 2.88 -2.60 -2.90 0.054
C 1.81 -2.31 -2.42 -0.566
O 1.63 -1.66 -1.30 -0.126
C 0.46 -2.72 -3.12 -0.552
O 0.44 -3.23 -4.22 0.053
O -0.60 -2.43 -2.41 -0.166
```

Record 4
# C18H10F5N2O2S

A molecular structure, C18H10F5N2O2S (the ωB97M-V functional and the def2-TZVPD basis, OMol25).

Results
Maximum force in eV Å⁻¹: 3.456
E_HOMO in eV: -3.46
Charge: -1
Gap between HOMO and LUMO in eV: 6.24
Lowest unoccupied orbital energy in eV: 2.78
M in g mol⁻¹: 413.347

```
38
Properties=species:S:1:pos:R:3:lowdin_charge:R:1
F 0.99 6.05 -4.52 0.103
C 1.05 6.04 -3.15 -0.512
F 2.19 6.73 -2.81 0.103
F -0.01 6.79 -2.70 0.106
C 1.01 4.64 -2.57 -0.141
C 1.59 4.39 -1.33 -0.011
C 1.44 3.13 -0.75 -0.022
C 0.72 2.12 -1.41 -0.216
C 0.61 0.71 -0.78 -0.496
C 0.55 -0.33 -1.81 -0.278
N 0.46 -1.16 -2.63 0.164
C 0.20 2.38 -2.67 -0.021
C 0.34 3.63 -3.27 -0.006
H 2.19 5.16 -0.84 0.119
H 1.90 2.91 0.21 0.116
H 1.45 0.51 -0.11 0.114
H -0.29 1.58 -3.23 0.116
H -0.04 3.82 -4.27 0.120
F -0.33 2.18 2.01 -0.031
C -0.44 0.80 1.92 -0.573
F -1.48 0.38 2.70 0.012
S -0.89 0.40 0.19 1.050
N -0.94 -1.69 1.01 -0.070
C -2.07 -2.32 1.50 -0.448
O -3.21 -1.89 1.55 0.040
C -1.61 -3.69 1.96 -0.090
C -0.27 -3.79 1.67 -0.106
C 0.47 -4.95 1.91 -0.020
C -0.20 -6.04 2.48 -0.098
C -1.57 -5.95 2.80 -0.101
C -2.29 -4.77 2.55 -0.018
C 0.18 -2.48 1.08 -0.460
O 1.32 -2.20 0.75 0.027
H 0.52 0.34 2.21 0.128
H 1.53 -4.96 1.65 0.112
H 0.34 -6.97 2.67 0.091
H -2.07 -6.81 3.25 0.089
H -3.35 -4.66 2.79 0.109
```

Record 5
# C18H11AlF10N4Se

A molecular structure, C18H11AlF10N4Se (the ωB97M-V functional and the def2-TZVPD basis, OMol25).

Results
Maximum force in eV Å⁻¹: 1.761
E_HOMO in eV: -7.93
Charge: 0
Gap between HOMO and LUMO in eV: 7.96
Lowest unoccupied orbital energy in eV: 0.03
M in g mol⁻¹: 579.236

```
45
Properties=species:S:1:pos:R:3:lowdin_charge:R:1
Al 0.15 -0.26 0.38 0.107
C -1.42 2.50 -0.16 -0.124
N -0.77 1.34 -0.77 -0.263
C 0.35 1.86 -1.57 -0.149
C 1.37 0.80 -1.97 -0.175
N 1.62 -0.01 -0.80 -0.006
C 2.73 -0.78 -0.76 -0.150
C 3.66 -1.06 -1.78 -0.122
F 3.50 -0.57 -3.03 0.084
C 4.76 -1.88 -1.55 -0.138
F 5.63 -2.11 -2.54 0.125
C 4.97 -2.47 -0.31 -0.141
F 6.03 -3.26 -0.11 0.117
C 4.06 -2.24 0.72 -0.137
F 4.22 -2.81 1.91 0.137
C 3.00 -1.39 0.48 -0.108
F 2.07 -1.09 1.43 0.059
C -1.82 0.64 -1.53 -0.151
C -1.43 -0.77 -1.96 -0.176
N -0.82 -1.41 -0.81 -0.006
C -0.70 -2.75 -0.78 -0.150
C -0.24 -3.30 0.43 -0.105
F 0.00 -2.34 1.38 0.062
C -0.03 -4.64 0.66 -0.137
F 0.44 -5.07 1.83 0.136
C -0.32 -5.54 -0.36 -0.141
F -0.15 -6.85 -0.17 0.117
C -0.78 -5.06 -1.58 -0.138
F -1.05 -5.92 -2.56 0.125
C -0.95 -3.69 -1.80 -0.122
F -1.34 -3.30 -3.03 0.084
H -1.80 3.18 -0.93 0.109
H -0.71 3.04 0.47 0.079
H -2.25 2.19 0.47 0.076
H 0.87 2.57 -0.92 0.133
H -0.01 2.41 -2.45 0.139
H 2.28 1.32 -2.29 0.133
H 1.02 0.20 -2.81 0.113
H -2.14 1.23 -2.40 0.139
H -2.67 0.54 -0.85 0.133
H -0.76 -0.77 -2.82 0.113
H -2.34 -1.30 -2.25 0.133
Se -0.54 0.81 2.35 0.880
C 0.14 -0.25 3.65 -0.773
N 0.54 -0.88 4.52 0.082
```

Record 6
# C18H11AuF2N2O4

A molecular structure, C18H11AuF2N2O4 (the ωB97M-V functional and the def2-TZVPD basis, OMol25).

Results
Maximum force in eV Å⁻¹: 0.411
E_HOMO in eV: -15.38
Charge: +2
Gap between HOMO and LUMO in eV: 6.72
Lowest unoccupied orbital energy in eV: -8.67
Relative energy (zero: lowest compared OMol25 entry of this formula, charge and spin) in kJ/mol: 0.0
M in g mol⁻¹: 554.259

```
38
Properties=species:S:1:pos:R:3:lowdin_charge:R:1
Au -0.02 -0.27 0.09 1.339
O 3.50 2.49 -0.25 0.184
C 2.42 1.74 -0.23 -0.460
O 2.38 0.54 -0.32 0.072
C 1.16 2.58 -0.10 -0.139
C 1.22 3.95 -0.01 0.066
C 0.03 4.67 0.07 0.042
C -1.17 3.98 0.00 0.052
C -1.16 2.60 -0.10 -0.135
N -0.01 1.91 -0.11 0.051
C -2.43 1.77 -0.24 -0.447
O -3.59 2.38 -0.34 0.208
O -2.37 0.57 -0.27 0.071
H 4.29 1.94 -0.35 0.170
H 2.18 4.45 0.00 0.144
H 0.04 5.75 0.15 0.144
H -2.09 4.54 0.03 0.134
H -3.56 3.34 -0.36 0.125
F 0.01 1.52 5.05 0.138
C 0.00 0.47 4.25 -0.241
C 0.00 0.71 2.87 0.018
C -0.01 -0.42 2.10 -0.125
C -0.01 -1.74 2.54 -0.093
C -0.01 -1.88 3.93 -0.185
F -0.01 -3.10 4.45 0.138
C 0.00 -0.80 4.79 0.125
C -0.02 -2.78 1.53 -0.168
C -0.02 -4.15 1.70 0.054
C -0.03 -4.97 0.58 0.022
C -0.04 -4.42 -0.69 0.000
C -0.03 -3.05 -0.81 -0.062
N -0.02 -2.26 0.27 -0.055
H 0.00 1.72 2.49 0.119
H 0.00 -0.95 5.86 0.159
H -0.02 -4.57 2.69 0.131
H -0.03 -6.05 0.71 0.137
H -0.05 -5.03 -1.58 0.132
H -0.04 -2.56 -1.78 0.133
```